(1)
CH3Cl2OP | ωB97M-V/def2-TZVPD

Its SMILES is OCP(Cl)Cl. The highest occupied orbital energy comes out at -9.493 eV. For the energy above the lowest of the compared OMol25 structures with the same formula, charge and spin, the calculation gives 1.816 eV. The charge is 0.

Geometry as XYZ:
```
8
CH3Cl2OP (ωB97M-V/def2-TZVPD)
C -0.52678 0.08109 -0.28659
O -1.26169 -0.98712 0.22112
P 1.12896 0.12251 0.78966
Cl 1.93341 -1.39354 -0.27315
Cl 2.05469 1.64227 -0.20706
H -0.51857 0.20680 -1.33767
H -0.98880 1.05164 0.09670
H -1.82121 -0.72364 0.99699
```


(2)
C7H14 | ωB97M-V/def2-TZVPD

Its SMILES is C=CCCCCC. The highest occupied orbital energy comes out at -9.552 eV. For the energy above the lowest of the compared OMol25 structures with the same formula, charge and spin, the calculation gives 1.010 eV. The charge is 0.

Geometry as XYZ:
```
21
C7H14 (ωB97M-V/def2-TZVPD)
C 2.48588 -1.00342 -1.39303
C 1.82682 0.20571 -0.76161
C 0.29878 0.22237 -0.93119
C -0.40527 -0.85402 -0.06574
C -1.09746 -0.32276 1.17704
C -2.10009 0.77088 0.91923
C -2.63120 1.57513 1.82208
H 3.57270 -0.85333 -1.40289
H 2.22704 -1.11764 -2.43940
H 2.35884 -1.91588 -0.81848
H 2.02069 0.26748 0.31426
H 2.23359 1.11544 -1.20711
H -0.05853 1.20957 -0.62590
H 0.02400 0.07935 -1.97827
H 0.36372 -1.55636 0.28326
H -1.01194 -1.48770 -0.71760
H -0.33697 0.03528 1.88031
H -1.60236 -1.15175 1.68842
H -2.43409 0.88410 -0.10912
H -2.37564 1.59184 2.87078
H -3.35851 2.30570 1.49493
```


(3)
C52H57MnN5O2PS2 | ωB97M-V/def2-TZVPD

The highest occupied orbital energy (spin up / spin down) comes out at -14.697 / -14.705 eV. For the energy above the lowest of the compared OMol25 structures with the same formula, charge and spin, the calculation gives 1.170 eV. The spin multiplicity is 4. The charge is +3.

Geometry as XYZ:
```
120
C52H57MnN5O2PS2 (ωB97M-V/def2-TZVPD)
Mn 0.73387 -0.87062 0.01495
C 4.41697 -0.13162 1.95365
C 3.03577 -0.56142 1.60665
N 2.45597 -0.20042 0.48455
N 3.09197 0.51638 -0.40915
C 2.39987 0.59578 -1.55205
O 1.28917 -0.03122 -1.61765
C 2.99427 1.38158 -2.62105
C 2.29027 1.72678 -3.78215
C 2.89747 2.53198 -4.72775
C 4.19647 2.98568 -4.53925
C 4.91007 2.61768 -3.40475
C 4.31187 1.82948 -2.44755
C 2.23307 -1.45922 2.40505
C 2.72237 -2.14502 3.52245
C 1.89667 -3.02162 4.19845
C 0.58987 -3.17982 3.75225
C 0.17457 -2.48492 2.62865
N 0.96327 -1.65122 1.94895
H 4.73367 0.64488 1.25995
H 5.11177 -0.96962 1.87745
H 4.46187 0.25218 2.97035
H 1.27707 1.37878 -3.92075
H 2.36597 2.80328 -5.62765
H 4.66287 3.61648 -5.28085
H 5.93027 2.93978 -3.27435
H 4.84217 1.55358 -1.55155
H 3.74407 -2.00412 3.83505
H 2.25807 -3.57122 5.05435
H -0.09693 -3.83552 4.26005
H -0.83843 -2.60162 2.26525
S -5.94543 -3.82562 -0.67825
C -7.21073 -2.70182 -0.66095
C -6.76923 -1.40842 -0.48355
C -5.38093 -1.32292 -0.36905
C -4.74523 -2.55222 -0.45615
C -3.34703 -2.88052 -0.41915
C -2.33293 -1.89172 -0.33905
N -1.03473 -2.12992 -0.33405
C -0.62703 -3.42842 -0.40675
C -1.55413 -4.49992 -0.47435
C -1.06793 -5.84222 -0.52955
C 0.25667 -6.11002 -0.51955
C 1.21917 -5.05432 -0.49485
C 2.59067 -5.29282 -0.51365
C 3.49217 -4.22562 -0.55625
C 2.93457 -2.92492 -0.57525
N 1.64047 -2.67012 -0.47405
C 0.76657 -3.71042 -0.44775
C 4.91037 -4.45322 -0.54525
C 5.96187 -3.57422 -0.75005
C 7.21547 -4.18092 -0.64695
C 7.13097 -5.52222 -0.34435
S 5.53317 -6.06262 -0.20265
C -2.91553 -4.20642 -0.49345
H -8.22723 -3.03102 -0.78405
H -7.43643 -0.56312 -0.44415
H -4.87003 -0.38612 -0.24245
H -2.62513 -0.85622 -0.27575
H -1.79173 -6.63962 -0.59175
H 0.60917 -7.12932 -0.55855
H 2.95577 -6.30932 -0.52295
H 3.59537 -2.07452 -0.67045
H 5.84037 -2.53262 -0.98725
H 8.15177 -3.67072 -0.78745
H 7.94367 -6.20882 -0.20085
H -3.62933 -5.01372 -0.56375
O -0.09863 0.95728 0.54695
P -1.09333 2.10568 0.64435
C -2.32033 1.86348 -0.73055
C -1.61973 1.30018 -1.97965
C -2.43373 1.61638 -3.24005
C -3.92293 1.53308 -2.91835
C -4.31803 2.68658 -1.98895
C -3.14763 3.09788 -1.07565
C -1.77963 2.06448 2.38435
C -3.09003 2.81068 2.64425
C -4.34693 1.98288 2.37645
C -4.30853 0.66518 3.14325
C -3.06853 -0.13002 2.74655
C -1.79243 0.66478 3.00405
C -0.38283 3.84018 0.51145
C 0.55867 4.15938 1.68195
C 1.48157 5.33008 1.33265
C 2.44907 4.95348 0.21435
C 1.78647 3.98788 -0.77355
C 0.27907 4.19608 -0.82535
H -3.00863 1.10728 -0.33515
H -1.50033 0.21568 -1.88785
H -0.61453 1.71698 -2.07725
H -2.16893 0.91988 -4.03605
H -2.20633 2.62218 -3.59595
H -4.13663 0.56948 -2.44665
H -4.50863 1.57138 -3.83625
H -5.18393 2.40098 -1.38955
H -4.61143 3.55388 -2.57905
H -3.54023 3.56718 -0.17355
H -2.52303 3.83468 -1.58095
H -0.98283 2.61448 2.90205
H -3.12603 3.73558 2.06645
H -3.09443 3.09568 3.69975
H -4.44783 1.77668 1.30775
H -5.21943 2.56358 2.68255
H -5.20153 0.07928 2.92265
H -4.30143 0.86388 4.21515
H -3.14043 -0.40022 1.69135
H -3.02743 -1.05752 3.32055
H -0.92053 0.10428 2.65015
H -1.68993 0.79408 4.08305
H -1.28523 4.45418 0.61355
H 1.17477 3.28708 1.91815
H -0.01453 4.43488 2.56785
H 2.03597 5.63648 2.22045
H 0.86357 6.17838 1.02995
H 3.34847 4.49378 0.62955
H 2.77467 5.86088 -0.29815
H 1.98347 2.95778 -0.46255
H 2.21207 4.11858 -1.76875
H -0.14563 3.62528 -1.65025
H 0.08167 5.24958 -1.03925
```


(4)
C23H52N7O7P2S2 | ωB97M-V/def2-TZVPD

The highest occupied orbital energy comes out at -5.623 eV. For the energy above the lowest of the compared OMol25 structures with the same formula, charge and spin, the calculation gives 0.000 eV. The charge is -1.

Geometry as XYZ:
```
93
C23H52N7O7P2S2 (ωB97M-V/def2-TZVPD)
C -1.32621 -2.62153 4.84052
C 0.25763 -2.81780 4.94366
O 0.57076 -3.54899 6.18282
C 0.88358 -3.67004 3.74220
S 0.76841 -2.68928 2.13834
O -0.43653 -3.24063 1.40951
O 0.51093 -1.25988 2.56636
N 2.26731 -2.94632 1.35795
S 2.39030 -2.08141 -0.10890
O 3.86648 -1.71151 -0.25181
O 1.59570 -0.79028 -0.16752
C 1.96605 -3.10147 -1.59645
C 0.94436 -4.30144 -1.28566
C -0.55297 -3.98029 -1.80185
C -1.45254 -5.23239 -2.08850
C -2.87907 -4.94609 -2.62061
C -3.42880 -3.52779 -2.87431
C -2.53925 -2.31096 -2.54524
C -1.10068 -2.55295 -2.01010
H -1.69962 -2.43521 3.77199
H -1.59867 -1.67445 5.44212
H -1.92136 -3.48274 5.33329
H 0.76735 -1.79727 5.06817
H -0.03965 -4.32308 6.13696
H 0.48191 -4.73050 3.64127
H 2.01723 -3.75194 3.95565
H 1.57959 -2.36293 -2.39301
H 2.93619 -3.56120 -2.02197
H 1.29039 -5.20783 -1.91245
H 0.95603 -4.65628 -0.19886
H -1.07023 -6.28695 -1.91727
H -3.54431 -5.84682 -2.83629
H -4.47517 -3.38658 -3.29462
H -2.87446 -1.23299 -2.70358
H -0.41804 -1.66064 -1.78678
O -3.13849 0.25992 4.83561
P -3.43356 1.14263 3.60513
N -2.41059 2.40134 4.16764
C -2.60758 3.83252 4.03460
C -0.98694 2.10825 3.97658
N -5.07580 1.39779 4.10378
C -5.37468 2.27826 5.22770
C -5.81089 0.14241 4.29982
N -3.74796 2.12353 2.14334
C -4.96514 2.88265 1.88393
C -3.44171 1.31925 0.94591
H -2.38780 4.19311 3.02263
H -1.94663 4.37082 4.72347
H -3.61244 4.14897 4.30286
H -0.69150 2.25834 2.93117
H -0.75906 1.07266 4.24259
H -0.35969 2.73808 4.61439
H -4.71550 2.09931 6.08359
H -6.40996 2.15667 5.56463
H -5.30774 3.32622 4.93628
H -5.58702 -0.31757 5.26822
H -5.56185 -0.58050 3.51729
H -6.89102 0.31664 4.24237
H -5.84768 2.24404 1.77967
H -4.85867 3.45258 0.95439
H -5.15286 3.62933 2.65624
H -4.19061 0.53395 0.79300
H -2.46304 0.83855 1.05521
H -3.38932 1.94082 0.04836
O 2.18137 0.95146 -5.37617
P 3.16884 1.94733 -4.73616
N 4.42879 1.56641 -5.84274
C 5.85374 1.50193 -5.57799
C 4.22971 2.16432 -7.16244
N 3.28896 1.00662 -3.28916
C 4.05219 -0.23850 -3.28122
C 1.98007 0.74514 -2.66927
N 4.23842 3.17191 -3.98624
C 4.93835 3.01442 -2.71571
C 3.55061 4.47381 -3.97425
H 6.31041 2.49602 -5.49928
H 6.36572 0.97086 -6.38887
H 6.09219 0.94060 -4.67873
H 4.48444 3.23253 -7.15316
H 3.18852 2.07110 -7.48286
H 4.83516 1.66413 -7.92431
H 3.83600 -0.86503 -4.15359
H 3.84634 -0.82557 -2.38078
H 5.12371 -0.04394 -3.23582
H 1.45016 -0.07793 -3.16158
H 1.34253 1.63468 -2.71827
H 2.09623 0.49093 -1.60945
H 4.25609 2.92829 -1.86514
H 5.58394 3.88158 -2.53470
H 5.60987 2.15583 -2.72378
H 2.73421 4.48494 -3.24301
H 3.12485 4.68354 -4.96218
H 4.24170 5.29044 -3.74858
```


(5)
C5H24O8 | ωB97M-V/def2-TZVPD

Its SMILES is C=CCC=C.O.O.O.O.O.O.O.O. The highest occupied orbital energy comes out at -9.178 eV. For the energy above the lowest of the compared OMol25 structures with the same formula, charge and spin, the calculation gives 1.887 eV. The charge is 0.

Geometry as XYZ:
```
37
C5H24O8 (ωB97M-V/def2-TZVPD)
C 0.34410 0.64497 0.65386
C 1.15995 1.08504 1.59470
C 0.54153 0.96666 -0.80721
C -0.42585 2.03159 -1.19820
C -0.11012 3.21290 -1.72117
H -0.59860 0.16838 0.85000
H 0.85232 0.89320 2.61317
H 2.07285 1.62331 1.34602
H 1.54814 1.12472 -1.18422
H 0.30208 0.07324 -1.38938
H -1.49346 1.89390 -1.02473
H -0.80380 4.05456 -1.77126
H 0.89831 3.60680 -1.80067
H -3.46443 0.26852 1.04274
H -4.05967 1.67372 1.42284
O -3.35273 1.22132 0.92095
H -0.02774 -2.76566 -1.06131
H -1.10671 -3.60869 -1.58490
O -0.99866 -2.76279 -1.16444
H -0.65701 2.08164 2.13715
H -1.99995 2.85600 2.22739
O -1.32050 2.37205 2.76482
H 4.92763 0.29156 -0.62411
H 4.08823 1.06324 0.29093
O 4.00872 0.63133 -0.59134
H -1.91451 -1.93975 1.34291
H -2.37323 -1.56710 -0.01727
O -2.70801 -1.58950 0.88417
H 2.77099 -0.68750 -0.65051
H 3.09152 -2.06809 -1.43299
O 2.47697 -1.59238 -0.90509
H -0.77355 -2.69421 3.58035
H -0.21206 -3.77097 2.66981
O -0.54315 -2.87004 2.67064
H 0.68137 -1.90698 -3.04283
H -0.75534 -2.30219 -3.42096
O -0.06562 -1.71284 -3.61986
```


(6)
C39H43AsN2OPtS2 | ωB97M-V/def2-TZVPD

The highest occupied orbital energy comes out at -13.502 eV. For the energy above the lowest of the compared OMol25 structures with the same formula, charge and spin, the calculation gives 0.886 eV. The charge is +2.

Geometry as XYZ:
```
89
C39H43AsN2OPtS2 (ωB97M-V/def2-TZVPD)
Pt 0.07283 -0.47324 0.36291
S 4.33008 0.79127 1.05093
C 2.95811 0.11132 0.32593
N 1.80284 0.61121 0.67872
C 1.97229 1.63108 1.62708
C 0.96123 2.38502 2.22262
C 1.32761 3.34636 3.13896
C 2.67307 3.57135 3.46555
C 3.67878 2.83756 2.87680
C 3.30921 1.86154 1.95114
H 3.04534 -0.69244 -0.39082
H -0.06627 2.21562 1.93812
H 0.56488 3.94874 3.61585
H 2.92522 4.33329 4.19091
H 4.71802 3.01165 3.12399
C 0.65939 -3.29158 -5.40942
C 0.09199 -3.62420 -4.18774
C 0.02149 -2.67652 -3.17747
C 0.52897 -1.39938 -3.39114
C 1.07475 -1.05383 -4.62534
C 1.14323 -2.00879 -5.62872
As 0.21106 -0.04351 -2.06874
C 1.54050 1.32910 -2.29795
C 1.27312 2.60177 -1.80254
C 2.25153 3.58257 -1.86807
C 3.49453 3.29482 -2.41798
C 3.76477 2.02188 -2.89959
C 2.79038 1.03451 -2.83580
C -1.42965 0.73951 -2.70462
C -1.41741 1.79674 -3.60865
C -2.61703 2.25729 -4.13657
C -3.81661 1.65617 -3.77597
C -3.81949 0.58483 -2.89170
C -2.62282 0.12361 -2.36233
H 0.71348 -4.03002 -6.19867
H -0.30224 -4.61874 -4.02422
H -0.44348 -2.93340 -2.23169
H 1.43220 -0.05195 -4.81865
H 1.56797 -1.74600 -6.58869
H 0.31455 2.81682 -1.34455
H 2.04410 4.57575 -1.49028
H 4.25288 4.06532 -2.47290
H 4.73307 1.79632 -3.32785
H 3.01130 0.04462 -3.21628
H -0.48840 2.26632 -3.90546
H -2.61243 3.08052 -4.83944
H -4.74790 2.01374 -4.19612
H -4.75102 0.10137 -2.62339
H -2.61385 -0.72373 -1.68974
C -3.04099 3.37639 -0.64448
S -2.79878 2.01323 0.47848
C -2.90926 2.91701 2.01617
O -1.33257 1.64968 0.31059
H -4.05092 3.76893 -0.51670
H -2.92527 2.97773 -1.65197
H -2.29449 4.14495 -0.44341
H -3.91276 3.33626 2.10354
H -2.16059 3.70959 2.02613
H -2.74099 2.21355 2.83093
C 1.43889 -3.58238 -0.04417
C 0.77937 -3.62060 1.33455
C 1.17817 -2.47946 2.27342
C -0.72389 -3.81278 1.32839
C -1.16201 -5.05713 1.68941
C -2.52449 -5.33266 1.84631
C -3.48720 -4.34339 1.74661
C -3.14050 -3.04957 1.42097
C -4.22564 -2.01182 1.57273
C -3.86367 -1.05927 2.72171
C -4.62551 -1.25884 0.30709
C -1.73288 -2.74824 1.06755
N -1.51146 -1.56248 0.57031
H 2.52333 -3.64370 0.07105
H 1.20732 -2.67470 -0.58890
H 1.12471 -4.43554 -0.64627
H 1.17103 -4.52584 1.80434
H 0.78159 -1.48921 1.95598
H 2.26276 -2.37998 2.32519
H 0.79162 -2.62806 3.28209
H -0.44505 -5.84777 1.87065
H -2.82873 -6.33870 2.11406
H -4.51872 -4.58256 1.96985
H -5.10323 -2.57806 1.89235
H -2.99969 -0.45278 2.45449
H -3.63243 -1.60574 3.63847
H -4.70945 -0.40153 2.92775
H -3.84045 -0.58104 0.00477
H -5.52160 -0.67146 0.51443
H -4.85531 -1.94230 -0.51312
```


Among the records above, which one has the lowest charge? C23H52N7O7P2S2


The highest charge belongs to which entry? C52H57MnN5O2PS2


Among the records above, which one has the lowest charge? C23H52N7O7P2S2